Below is C5H7NO2 in the gas phase at a distorted geometry, with properties calculated with ωB97M-V with the def2-TZVPD basis set.

Last column: Mulliken charge in e.
Cartesian coordinates (Å):
C: 1.596 -1.518 0.388  -0.38
C: 1.050 -0.224 0.188  0.37
C: -0.893 0.413 -1.196  -0.56
C: -0.689 1.250 -0.051  -0.11
C: -0.303 0.036 0.828  -0.02
H: 1.202 -2.432 -0.072  0.37
H: 1.813 0.468 0.352  0.38
H: -0.737 0.964 -2.106  0.33
H: -1.814 -0.132 -1.307  0.24
H: -0.037 2.006 -0.379  0.32
H: -2.164 0.792 1.541  0.33
H: -0.994 -0.777 0.532  0.32
N: -1.070 1.137 1.371  -0.59
O: 2.626 -1.594 1.063  -0.50
O: 0.415 -0.389 -1.152  -0.48

Its largest force on an atom is 5.1 eV Å⁻¹. The value obtained for the orbital gap is 0.365 hartree. As for the SMILES: O=C[C@H]1OC[C@H]2N[C@@H]21. The energy above the lowest of the compared OMol25 structures with the same formula, charge and spin comes out at 6.0690 eV. The value obtained for the HOMO energy is -0.34187 Eh.